Molecular formula: C18H28N3OPtS
Method: DFT, ωB97M-V/def2-TZVPD

Results
charge = +1
ΔE to the lowest compared entry with this formula, charge and spin = 63.1 kJ/mol
orbital gap (alpha / beta) = 5.982 / 5.983 eV
E = -1459.3922 Ha

CARTESIAN COORDINATES (ANGSTROEM)
Pt  0.5514  1.0693  -0.0031
N  2.9168  1.8939  -0.4082
C  2.9647  3.2836  0.0456
C  1.7830  4.0490  -0.5514
N  0.5443  3.3631  -0.1867
H  3.5908  1.3364  0.1057
H  3.1453  1.8434  -1.3979
H  3.9030  3.7848  -0.2273
H  2.8813  3.2802  1.1353
H  1.8643  4.0615  -1.6419
H  1.8052  5.0845  -0.1898
H  -0.2402  3.6933  -0.7413
H  0.3259  3.5398  0.7930
C  -3.8477  3.0957  1.0512
S  -2.5127  2.2563  0.1171
O  -1.5043  1.8672  1.1533
C  -3.4541  0.7586  -0.2417
C  -3.6657  -0.1870  0.7449
C  -4.3695  -1.3379  0.4325
C  -4.8350  -1.5339  -0.8592
C  -4.6131  -0.5816  -1.8421
C  -3.9197  0.5756  -1.5325
H  -4.2154  2.4399  1.8313
H  -4.6414  3.3373  0.3521
H  -3.4412  4.0019  1.4880
H  -3.2695  -0.0252  1.7369
H  -4.5517  -2.0772  1.1985
H  -5.3758  -2.4363  -1.0977
H  -4.9756  -0.7402  -2.8465
H  -3.7376  1.3310  -2.2823
C  4.3052  -2.9498  1.2429
N  3.5896  -1.7963  0.7700
C  3.6697  -1.6315  -0.6582
C  2.3144  -1.4823  1.3766
C  1.1247  -1.9120  0.5443
C  0.8225  -3.2598  0.4223
C  -0.2608  -3.6714  -0.3345
C  -1.0503  -2.7305  -0.9765
C  -0.7387  -1.3868  -0.8701
C  0.3508  -0.9399  -0.1110
H  5.3524  -2.8492  0.9585
H  3.9403  -3.8879  0.8047
H  4.2441  -3.0226  2.3252
H  3.2582  -2.4945  -1.1911
H  4.7154  -1.5253  -0.9463
H  3.1038  -0.7511  -0.9613
H  2.2333  -0.3828  1.4981
H  2.2713  -1.9407  2.3663
H  1.4257  -3.9917  0.9396
H  -0.4924  -4.7224  -0.4121
H  -1.9137  -3.0387  -1.5477
H  -1.3694  -0.6616  -1.3761